Formula: C3LaLiO6
Source: the Open Molecules 2025 dataset
Level of theory: ωB97M-V/def2-TZVPD

Values from the calculation:
- Charge: +1
- 2S+1: 2
- ⟨S²⟩: 0.7511
- Molar mass: 277.9 g mol⁻¹
- Orbital gap (alpha / beta): 5.51 / 7.27 eV
- ΔE to the lowest compared entry with this formula, charge and spin: 0.0000 eV
- LUMO (alpha / beta): -5.52 / -5.48 eV

Cartesian coordinates (Å):
1 O -0.05138 -2.27648 -0.10803
2 C 0.01230 -1.04051 0.12056
3 O -1.05430 -0.38224 0.42099
4 C -2.04703 1.63528 -0.64005
5 O -1.57213 1.64577 -1.72175
6 O -2.73754 2.17973 0.14810
7 Li -1.85480 -2.22361 0.67492
8 C 1.33702 -0.33229 0.14170
9 O 2.38300 -0.92846 -0.26613
10 O 1.44388 0.81050 0.68813
11 La 4.14098 0.91230 0.54154